(1)
# C55H42ClN3O8P2S3Sn

A molecular structure, C55H42ClN3O8P2S3Sn (wB97M-V/def2-TZVPD, OMol25).

Values from the calculation:
* net charge: -2
* E_LUMO: 3.46 eV
* ΔE to the lowest compared entry with this formula, charge and spin: 0.5233 eV
* highest occupied orbital energy: -0.117 Ha
* HOMO-LUMO gap: 6.646 eV

Cartesian coordinates (Å):
Sn 1.971 0.738 -0.164
S 0.432 0.102 3.648
P -0.583 -1.374 2.818
C -0.870 -1.833 1.108
P -1.724 -0.600 0.146
S -1.436 1.327 0.472
C -3.526 -1.003 0.300
C -4.468 -0.006 0.527
C -5.828 -0.311 0.568
C -6.257 -1.617 0.381
C -5.322 -2.622 0.156
C -3.969 -2.316 0.121
C -1.392 -1.077 -1.592
C -1.375 -2.414 -2.010
C -1.133 -2.728 -3.340
C -0.896 -1.713 -4.267
C -0.898 -0.390 -3.859
C -1.150 -0.076 -2.525
C -2.340 -1.198 3.379
C -2.829 0.063 3.720
C -4.149 0.220 4.132
C -4.988 -0.883 4.221
C -4.502 -2.147 3.905
C -3.188 -2.301 3.484
C -0.089 -2.996 3.555
C -0.299 -4.206 2.895
C 0.117 -5.407 3.465
C 0.736 -5.412 4.710
C 0.932 -4.210 5.382
C 0.531 -3.012 4.804
H -4.122 1.010 0.672
H -6.550 0.478 0.748
H -7.315 -1.856 0.425
H -5.649 -3.646 0.012
H -3.242 -3.103 -0.038
H -1.524 -3.212 -1.293
H -1.118 -3.768 -3.651
H -0.684 -1.961 -5.304
H -0.683 0.405 -4.563
H -1.137 0.958 -2.202
H -2.159 0.911 3.664
H -4.523 1.209 4.381
H -6.021 -0.762 4.535
H -5.153 -3.012 3.981
H -2.814 -3.288 3.233
H -0.797 -4.207 1.930
H -0.044 -6.339 2.934
H 1.059 -6.347 5.154
H 1.397 -4.208 6.361
H 0.700 -2.066 5.305
O 3.401 4.423 1.668
C 3.405 3.203 1.567
O 2.609 2.491 0.838
C 4.408 2.397 2.370
C 4.175 1.066 2.688
C 5.135 0.323 3.366
C 6.331 0.907 3.739
C 6.531 2.247 3.447
C 5.591 3.000 2.769
N 7.790 2.888 3.892
O 7.974 4.061 3.622
O 8.591 2.206 4.517
H 3.233 0.604 2.416
H 4.947 -0.722 3.589
H 7.102 0.349 4.247
H 5.764 4.040 2.546
S 4.427 -0.333 -0.574
C 5.205 1.155 -0.737
N 5.745 2.181 -0.849
C -4.525 2.729 -2.894
C -3.499 2.855 -3.994
C -3.722 2.208 -5.201
C -2.761 2.269 -6.201
C -1.578 2.934 -5.969
C -1.314 3.580 -4.747
N -0.015 4.130 -4.670
C 0.697 4.577 -3.511
C 0.628 5.914 -3.134
C 1.371 6.389 -2.063
C 2.240 5.541 -1.386
C 2.341 4.215 -1.782
C 1.563 3.714 -2.825
C 1.678 2.252 -3.216
O 1.614 1.958 -4.416
O 1.881 1.393 -2.278
C -2.320 3.589 -3.761
C -2.198 4.294 -2.429
H -5.283 1.991 -3.162
H -5.030 3.681 -2.698
H -4.054 2.410 -1.959
H -4.634 1.640 -5.344
H -2.922 1.768 -7.149
H -0.801 2.943 -6.726
H 0.608 3.522 -5.181
H -0.025 6.576 -3.693
H 1.276 7.427 -1.762
H 2.818 5.891 -0.539
H 3.035 3.555 -1.276
H -1.491 5.110 -2.447
H -1.883 3.606 -1.637
H -3.166 4.702 -2.128
Cl 4.128 -7.601 -1.174
C 3.404 -6.091 -0.674
C 2.422 -5.518 -1.466
C 1.816 -4.344 -1.046
C 2.210 -3.744 0.142
C 3.227 -4.306 0.904
C 3.823 -5.494 0.504
C 1.486 -2.573 0.717
O 1.963 -1.809 1.507
O 0.207 -2.517 0.335
H 2.128 -5.993 -2.394
H 1.038 -3.884 -1.647
H 3.529 -3.807 1.818
H 4.595 -5.959 1.106



(2)
# C55H43As2Cl4N3O4Ti

A molecular structure, C55H43As2Cl4N3O4Ti (wB97M-V/def2-TZVPD, OMol25).

Values from the calculation:
* E_LUMO: -0.13 eV
* ΔE to the lowest compared entry with this formula, charge and spin: 0.2538 eV
* highest occupied orbital energy: -0.209 Ha
* HOMO-LUMO gap: 5.564 eV

Cartesian coordinates (Å):
Ti 0.791 0.317 0.509
C 5.551 0.839 -1.875
O 4.782 1.972 -1.503
C 3.687 1.494 -0.839
N 3.599 0.220 -0.701
C 4.843 -0.356 -1.179
C 4.735 -1.574 -2.053
C 5.218 -2.785 -1.573
C 5.235 -3.905 -2.384
C 4.775 -3.825 -3.686
C 4.272 -2.627 -4.163
C 4.249 -1.507 -3.352
C 2.845 2.442 -0.165
C 3.189 3.810 -0.126
C 2.553 4.652 0.771
C 1.630 4.126 1.662
C 1.318 2.755 1.575
N 1.860 1.931 0.611
C 0.547 2.065 2.525
N 0.243 0.766 2.411
C -0.315 0.350 3.692
C -0.020 1.570 4.617
O 0.214 2.641 3.725
C -1.809 0.100 3.732
C -2.322 -0.597 4.822
C -3.685 -0.739 4.989
C -4.556 -0.176 4.070
C -4.056 0.521 2.984
C -2.686 0.658 2.815
H 6.579 0.975 -1.530
H 5.549 0.750 -2.967
H 5.401 -0.650 -0.276
H 5.574 -2.852 -0.554
H 5.607 -4.841 -1.995
H 4.778 -4.701 -4.318
H 3.894 -2.570 -5.173
H 3.840 -0.578 -3.721
H 3.957 4.166 -0.792
H 2.786 5.706 0.793
H 1.147 4.720 2.421
H 0.201 -0.552 4.044
H 0.879 1.407 5.227
H -0.862 1.835 5.260
H -1.640 -1.017 5.546
H -4.064 -1.280 5.843
H -5.622 -0.271 4.206
H -4.728 0.987 2.275
H -2.291 1.239 1.981
Cl 2.317 -5.489 -2.119
C 1.892 -3.844 -1.912
C 1.398 -3.120 -2.985
Cl 1.198 -3.870 -4.513
C 1.031 -1.788 -2.806
Cl 0.345 -0.898 -4.112
C 1.142 -1.188 -1.561
O 0.735 0.041 -1.299
C 1.658 -1.921 -0.451
O 1.671 -1.309 0.707
C 2.023 -3.250 -0.659
Cl 2.599 -4.160 0.680
C -2.789 -0.378 -0.645
C -2.166 0.724 -1.518
As -1.128 1.975 -0.345
C -0.202 3.198 -1.561
C 0.574 2.745 -2.624
C 1.394 3.620 -3.319
C 1.474 4.951 -2.946
C 0.721 5.409 -1.879
C -0.102 4.540 -1.187
C -2.592 3.287 0.071
C -3.555 3.661 -0.865
C -4.480 4.651 -0.581
C -4.433 5.307 0.637
C -3.471 4.963 1.572
C -2.562 3.956 1.295
As -1.334 -1.443 0.234
C -2.252 -2.372 1.720
C -3.612 -2.624 1.849
C -4.088 -3.360 2.922
C -3.214 -3.866 3.868
C -1.855 -3.628 3.748
C -1.380 -2.884 2.683
C -1.392 -3.054 -0.927
C -1.048 -4.296 -0.392
C -0.988 -5.423 -1.192
C -1.269 -5.329 -2.544
C -1.625 -4.107 -3.086
C -1.682 -2.978 -2.286
H -3.432 -1.032 -1.248
H -3.405 0.086 0.138
H -2.944 1.226 -2.107
H -1.444 0.293 -2.219
H 0.559 1.698 -2.902
H 1.996 3.258 -4.143
H 2.125 5.629 -3.480
H 0.798 6.440 -1.570
H -0.663 4.903 -0.332
H -3.568 3.184 -1.839
H -5.237 4.910 -1.309
H -5.137 6.094 0.854
H -3.431 5.475 2.521
H -1.805 3.703 2.033
H -4.308 -2.243 1.111
H -5.147 -3.547 3.019
H -3.584 -4.447 4.699
H -1.166 -4.018 4.484
H -0.313 -2.672 2.586
H -0.834 -4.372 0.669
H -0.707 -6.372 -0.759
H -1.198 -6.200 -3.176
H -1.829 -4.032 -4.144
H -1.946 -2.030 -2.743



Question: Look up the highest occupied orbital energy of the second one.
Answer: -0.209 Ha



Question: Which of these has the lowest ΔE to the lowest compared entry with this formula, charge and spin?
Answer: C55H43As2Cl4N3O4Ti